[1]
C2H11NO4 | wB97M-V/def2-TZVPD

Geometry (Å):
C -0.12142 -0.07023 2.46942
C 0.54127 -0.32568 1.07446
N 0.75357 0.86397 0.41500
O 1.08973 -1.35718 0.76910
H 0.17690 0.85543 2.79331
H -0.01203 -0.98992 3.02534
H -1.19303 -0.06736 2.20247
H 0.75903 1.65566 1.07075
H 1.10663 0.76303 -0.54965
O -2.43228 3.04168 -0.53751
H -2.36799 2.30746 -1.13512
H -2.64362 3.80089 -1.16475
O 1.78225 -0.67477 -2.11693
H 1.17470 -0.89659 -1.39276
H 2.35435 -1.42234 -2.34777
O -1.07844 -1.66224 -1.18124
H -0.47281 -2.04739 -0.53515
H -1.56629 -2.41113 -1.60237

Results
Energy relative to the best compared isomer or geometry (same formula, charge and spin)   129.8 kJ/mol
Spin multiplicity   1
HOMO energy   -10.021 eV
Gap between HOMO and LUMO   10.70 eV

=====

[2]
C2H11NO4 | wB97M-V/def2-TZVPD

Geometry (Å):
C -0.34690 -2.26900 0.78403
C 0.52965 -1.05263 0.49044
N -0.02638 0.16732 0.67545
O 1.72268 -1.14019 0.22320
H -1.30171 -2.00390 1.21681
H 0.37180 -2.83284 1.41034
H -0.50776 -2.82888 -0.16952
H -0.94531 0.54148 0.58074
H 0.63561 0.92284 0.66938
O -2.22944 2.36133 -0.20835
H -2.95078 2.84854 -0.60180
H -2.22621 1.61567 0.37922
O 2.44515 1.88380 0.67600
H 2.80607 1.03128 0.38631
H 3.20765 2.27997 1.18861
O -0.83534 -0.48058 -2.65276
H -0.30417 -0.44860 -1.84262
H -0.04460 -0.59560 -3.20548

Results
Energy relative to the best compared isomer or geometry (same formula, charge and spin)   146.5 kJ/mol
Spin multiplicity   1
HOMO energy   -10.163 eV
Gap between HOMO and LUMO   10.76 eV

=====

[3]
C2H11O3P2 | wB97M-V/def2-TZVPD

Geometry (Å):
C -0.18898 1.16261 -1.46279
P -0.15994 -0.74929 -1.40783
C 0.44953 -0.82672 0.48282
P -0.20961 0.31673 1.66188
O -1.60172 0.71304 1.54632
O 0.02622 -0.32226 3.12600
O 0.79655 1.54715 1.74181
H -1.12883 1.58645 -1.13725
H 0.62768 1.63411 -0.92583
H -0.06329 1.43108 -2.50301
H 1.26414 -0.68999 -1.84195
H -0.04832 -2.22482 -1.40496
H -1.53775 -0.82696 -0.93420
H -0.61266 -0.80759 -2.80773
H 0.15513 -1.79338 0.85719
H 1.53202 -0.79041 0.48992
H -0.82739 -0.70657 3.39538
H 1.52722 1.34684 1.12425

Results
Spin multiplicity   1
HOMO energy   -3.463 eV
Total charge   -1
Gap between HOMO and LUMO   7.03 eV

=====

[4]
C2H11O6 | wB97M-V/def2-TZVPD

Geometry (Å):
O 1.17045 0.63645 1.11084
C -0.01193 1.10875 0.99440
O -0.29471 2.16969 0.41475
C -1.15983 0.20180 1.43097
H -2.03677 0.78766 1.69250
H -1.52898 -0.31550 0.53125
H -0.83712 -0.60251 2.08122
H 1.42111 -0.73462 2.05311
H 2.10201 -1.98190 1.67649
O 1.42460 -1.70120 2.30602
H -1.61483 1.30912 -2.13390
H -1.32733 2.29850 -0.93228
O -1.96588 2.05577 -1.64450
H -0.72136 -1.06065 -2.11774
H 0.71183 -0.75162 -2.53675
O -0.17371 -0.96308 -2.90520
H 1.28370 -1.53619 -0.56078
H 1.78089 -0.06613 -0.43920
O 1.77790 -0.85434 -1.02117

Results
Energy relative to the best compared isomer or geometry (same formula, charge and spin)   14.6 kJ/mol
Spin multiplicity   1
HOMO energy   -5.703 eV
Total charge   -1
Gap between HOMO and LUMO   9.29 eV

=====

[5]
C2H12BNO3Si2 | wB97M-V/def2-TZVPD

Geometry (Å):
N 2.65025 -0.91189 0.44995
C 2.51347 0.39785 -0.26769
Si 1.11069 1.45558 0.47783
O -0.00301 2.01077 -0.68387
Si -1.08301 0.82615 -1.25198
C -2.36465 0.31531 0.06559
B -2.09657 -1.20363 0.45685
O -2.22479 -2.19591 -0.53430
O -1.72447 -1.60137 1.74030
H 3.61740 -1.05481 0.67901
H 2.40060 -1.63258 -0.20672
H 3.45581 0.93938 -0.16238
H 2.39360 0.21850 -1.34108
H 1.74731 2.66310 1.05221
H 0.46739 0.75216 1.60651
H -1.82874 1.44644 -2.36887
H -0.41458 -0.36130 -1.80451
H -2.40203 0.99562 0.91689
H -3.35246 0.34166 -0.40323
H -1.36333 -2.58618 -0.64470
H -1.49890 -0.81483 2.22420

Results
Spin multiplicity   1
HOMO energy   -9.446 eV
Gap between HOMO and LUMO   10.03 eV

=====

[6]
C2H12BrMnO5 | wB97M-V/def2-TZVPD

Geometry (Å):
Mn 0.19160 0.53898 -0.82157
Br 1.14202 0.47691 -3.13859
O -1.27205 2.20518 -0.95435
H -1.54140 2.79421 -0.24235
H -1.53372 2.63562 -1.77731
O -1.54647 -0.70362 -1.50644
H -1.49854 -1.16661 -2.35174
H -2.39931 -0.90133 -1.10767
O 1.69362 1.98978 -0.11702
H 1.55849 2.63021 0.58844
H 2.33854 2.36697 -0.72847
C 0.07363 -1.00573 1.92721
C 0.43139 -2.02854 0.87240
O 1.15313 -1.33471 -0.16630
O -0.49466 0.17074 1.29126
H 0.96432 -0.71048 2.48442
H -0.64925 -1.44747 2.61481
H -0.45347 -2.49762 0.44538
H 1.04590 -2.79539 1.34803
H 1.84706 -1.86073 -0.57677
H -1.05081 0.64363 1.91661

Results
Energy relative to the best compared isomer or geometry (same formula, charge and spin)   0.0 kJ/mol
Spin multiplicity   6
HOMO energy (alpha / beta)   -11.978 / -12.094 eV
Total charge   +1
⟨S²⟩   8.75
Gap between HOMO and LUMO (alpha / beta)   8.55 / 8.68 eV

=====

[7]
C2H12BrO5 | wB97M-V/def2-TZVPD

Geometry (Å):
Br -13.29969 25.40011 3.85682
O -11.45854 26.42210 5.47521
H -12.15341 26.29867 4.82857
H -11.12864 27.30486 5.30743
O -11.69279 24.08027 5.35455
H -12.19070 23.32002 5.65510
H -12.30029 24.55655 4.78858
O -10.89054 25.39222 2.47780
H -11.56228 25.19825 3.13153
H -11.21512 24.98825 1.67301
C -12.95105 26.72424 0.78643
C -13.64733 27.86085 -0.05200
O -13.36729 29.10335 0.58565
O -13.85251 26.39094 1.86140
H -12.00417 26.94291 1.28010
H -12.73510 25.88479 0.12553
H -14.72881 27.73492 -0.10341
H -13.12488 27.98374 -1.00070
H -13.89053 29.14270 1.38956
H -13.46193 25.88846 2.58013

Results
Spin multiplicity   1
HOMO energy   -4.538 eV
Total charge   -1
Gap between HOMO and LUMO   8.13 eV

=====

[8]
C2H12N2O2 | wB97M-V/def2-TZVPD

Geometry (Å):
N 1.65565 -0.94954 0.73788
C 1.85467 0.42972 1.17473
C 0.62818 1.33089 0.74616
N 0.58953 1.22595 -0.71859
H 1.55761 -0.89954 -0.27484
H 0.82462 -1.31169 1.19315
H 2.74384 0.84713 0.72021
H 1.83311 0.44572 2.26898
H -0.16268 0.86227 1.33996
H 0.75111 2.37085 1.03376
H 0.25406 2.04563 -1.19052
H -0.12488 0.55593 -1.02491
O -0.84650 -2.15182 -0.93261
H -1.67050 -2.42431 -0.57962
H -0.94487 -2.30111 -1.88802
O -2.98776 0.51959 -0.58190
H -2.47292 0.76800 0.18689
H -2.55759 -0.28380 -0.85054

Results
Energy relative to the best compared isomer or geometry (same formula, charge and spin)   86.5 kJ/mol
Spin multiplicity   1
HOMO energy   -8.729 eV
Gap between HOMO and LUMO   9.03 eV

=====

[9]
C2H12N2O2 | wB97M-V/def2-TZVPD

Geometry (Å):
C 1.22968 1.19052 -1.89022
N 0.65833 1.10059 -0.53570
C 0.45196 -0.23541 -0.04743
N -0.34681 -0.26280 1.23462
H 1.66814 2.16815 -2.04763
H 1.98893 0.41131 -1.95642
H 0.46242 1.09439 -2.64488
H 1.27499 1.58238 0.08217
H 1.36493 -0.81433 0.08833
H -0.17124 -0.77485 -0.75699
H -0.59436 0.72876 1.31295
H -1.25791 -0.60818 0.93743
O 0.29449 -3.62970 2.01084
H 0.30345 -3.36913 2.94015
H -0.42120 -3.15025 1.58887
O -2.01581 1.95120 -0.84967
H -2.10410 2.55839 -1.58921
H -1.06322 1.85941 -0.64676

Results
Energy relative to the best compared isomer or geometry (same formula, charge and spin)   88.9 kJ/mol
Spin multiplicity   1
HOMO energy   -9.792 eV
Gap between HOMO and LUMO   10.65 eV

=====

[10]
C2H12N2O3 | wB97M-V/def2-TZVPD

Geometry (Å):
H 0.35914 1.93703 -1.50881
N 0.61717 1.08152 -1.03899
C 0.16515 -0.01263 -1.50135
N 0.47132 -1.19471 -0.95654
C 0.23594 -2.43065 -1.64436
H -0.59520 -0.09367 -2.27898
H 1.13529 -1.22571 -0.19190
H 1.10368 -2.78342 -2.21141
H 0.13696 -3.25793 -0.93480
H -0.62428 -2.44403 -2.30064
O -0.90631 1.44836 1.63233
H -0.73131 1.10778 0.75058
H -0.29420 1.75688 2.29316
O 1.28637 3.28669 1.01182
H 1.11451 2.46219 0.52979
H 1.84285 3.05392 1.76020
O -1.47968 -1.12493 2.15058
H -1.44778 -0.14694 2.22081
H -2.38963 -1.41974 2.21851

Results
Energy relative to the best compared isomer or geometry (same formula, charge and spin)   86.2 kJ/mol
Spin multiplicity   1
HOMO energy   -9.298 eV
Gap between HOMO and LUMO   10.12 eV